Entry 1:
Below is a structure of composition C28H47AlBr2ClF10N5O5S at a distorted geometry, with properties calculated with wB97M-V/def2-TZVPD.

Atoms and positions in Å:
C (-0.410177, 1.804564, 0.477573)
C (2.944536, -1.594690, -0.701605)
H (-2.052611, -0.599358, -0.350250)
H (-2.400989, 0.554768, 2.185652)
C (-2.456386, -3.516270, -6.167335)
H (8.696521, -8.370757, 0.516375)
C (-2.597385, -0.898379, -6.359468)
H (1.296861, -0.369390, -2.615671)
H (0.950412, 1.042872, -1.622581)
H (-1.751730, -0.260129, -2.024500)
H (0.462774, -3.675092, -3.482039)
H (6.051069, -4.178938, -0.388277)
C (-1.292294, 1.411897, -0.734311)
H (7.354771, -8.263804, -1.675392)
C (-3.073824, -2.190541, -5.689642)
C (1.141695, -0.040242, -1.572618)
H (-2.742892, 7.736029, 1.082263)
C (-3.148247, 3.332380, 6.532979)
C (-1.260711, 2.278330, 1.666034)
F (-0.260495, -1.905750, -4.014347)
H (2.231383, 0.109340, 0.255803)
H (9.269094, -6.935009, 1.398356)
H (0.316925, 1.045522, 0.774556)
H (-5.430764, 2.604120, 3.168420)
F (0.054331, -2.948191, -6.683675)
H (-2.462790, 2.602768, 8.433415)
H (0.274072, -1.047070, 0.119541)
H (1.095501, 1.882310, 2.747226)
H (0.484885, 3.971375, 5.639218)
C (-0.013160, -0.805779, -0.904354)
H (3.333611, 0.423669, -1.057094)
F (-4.163157, 1.766017, 2.332613)
C (-2.736361, 3.858768, 5.317400)
H (-2.117050, 2.828019, 1.287808)
F (-5.787549, 2.388464, 0.990655)
C (9.032249, -7.338903, 0.416468)
H (0.786389, 1.552517, 4.473806)
F (-1.273587, -0.698876, -6.174571)
C (-4.025913, 6.451013, -0.080722)
H (-5.067940, 6.131380, -0.054927)
H (-2.350355, 6.076775, 2.741933)
C (7.639556, -7.226955, -1.853897)
C (-1.622088, 1.160905, 2.644880)
H (5.335601, -4.284607, 1.184684)
C (0.464956, -2.993021, -4.339221)
Cl (5.188802, -0.818860, -2.128513)
C (-3.590168, 7.067155, 1.247226)
Br (2.889949, -5.433508, -1.478807)
H (-3.256690, -4.247573, -6.070312)
H (9.910372, -7.283685, -0.226503)
H (-6.825949, 2.225527, 3.716798)
F (1.734310, -2.578246, -4.565828)
O (-1.397856, -4.072812, -5.395257)
F (-4.406043, -2.278573, -5.949246)
S (7.710296, -6.350972, -0.287112)
H (-0.736682, -0.270258, 3.995773)
H (-0.062315, 3.010008, 7.868954)
C (-0.097481, -3.695264, -5.579667)
F (-3.245944, 0.146608, -5.807785)
N (5.286294, -3.962037, 0.236948)
O (-6.139078, 2.888532, 3.813332)
H (-2.111152, 1.632849, 3.494498)
H (-3.856876, 7.122739, -0.917882)
N (2.430589, -2.680890, -1.267117)
H (1.690091, 0.413296, 3.480461)
C (-0.849096, 3.242473, 7.163517)
H (-0.113576, -1.772360, -1.411199)
H (-3.461058, 4.112180, 4.552602)
Br (-7.004230, 3.629108, 0.795864)
F (0.628822, -4.821601, -5.759028)
C (-0.426361, 0.329041, 3.138754)
C (0.848427, 1.115086, 3.477784)
H (-4.199548, 3.173732, 6.727911)
N (3.219948, -3.717299, -0.946295)
C (-0.545229, 3.776290, 5.921276)
C (2.476246, -0.223034, -0.756954)
N (-1.460372, 4.083686, 5.003599)
C (4.255337, -3.206045, -0.203723)
H (1.621382, -2.807654, -1.853254)
H (-0.637970, 2.995161, 2.212458)
F (-2.939829, -2.097942, -4.348324)
H (-2.812233, -0.913603, -7.431363)
H (-2.308611, 1.736016, -0.512886)
C (-1.357441, -0.088434, -1.018357)
C (-3.135083, 5.844177, 2.025337)
H (-3.953733, 5.341790, 2.544897)
O (-2.931576, 4.559685, -1.150070)
O (-2.617395, 4.936122, 1.046432)
Al (2.948545, 1.247597, -2.513333)
H (6.889705, -6.744071, -2.477544)
H (8.611683, -7.177690, -2.343690)
H (-0.997271, 1.983375, -1.617970)
H (0.177962, 2.678854, 0.166285)
O (8.248491, -4.992603, -0.560757)
N (4.041749, -1.914323, -0.073814)
H (-4.370280, 7.634060, 1.751631)
H (-2.210499, -3.491328, -7.228897)
C (-3.136279, 5.219229, -0.169833)
C (-2.182608, 3.017748, 7.473165)
H (-0.151226, -0.393510, 2.354658)

Atomic forces in eV per Å
-0.5 1.0 -0.6
0.5 -0.6 0.0
0.0 0.2 0.2
0.0 -0.2 0.2
-0.2 -0.5 -0.4
0.0 0.0 0.0
-0.2 0.4 -0.1
-0.2 -0.1 0.0
-0.5 -0.1 0.2
0.0 0.1 0.0
-0.1 -0.2 -0.1
0.2 0.2 0.1
-0.1 -0.3 0.5
0.0 0.0 0.0
0.2 -0.3 0.5
1.1 -0.2 0.4
0.0 0.0 0.0
0.0 0.0 0.1
1.2 -0.3 0.5
0.0 0.0 -0.1
0.2 0.0 0.1
0.0 0.0 0.0
-0.1 -0.1 0.0
0.3 -0.6 0.2
0.2 0.1 0.1
0.0 0.0 0.0
-0.2 0.2 0.1
-0.1 0.1 0.1
0.0 0.0 0.0
0.1 -0.3 -0.5
0.3 -1.2 1.5
-0.1 0.2 0.5
0.0 0.1 -0.3
-0.1 -0.4 0.3
-0.4 0.1 -0.4
0.1 0.0 0.0
0.0 0.2 -0.1
0.0 -0.2 0.0
0.3 0.3 0.4
0.0 -0.1 -0.1
0.1 -0.2 0.0
0.0 0.0 -0.1
0.1 0.3 0.0
0.1 0.2 0.1
0.1 0.2 0.3
-0.2 1.2 -1.6
-0.1 0.1 -0.2
0.0 0.2 -0.1
0.0 0.0 0.1
0.0 0.0 0.0
0.1 -0.1 0.0
0.0 -0.1 0.0
0.1 0.5 0.3
0.0 0.0 -0.3
-0.1 -0.4 0.1
0.0 0.0 0.0
0.0 0.0 0.0
-0.5 -0.3 -0.6
0.0 -0.1 0.0
-0.1 -0.4 -0.3
0.2 0.3 -0.1
-0.1 -0.1 0.0
-0.1 -0.2 -0.2
-0.9 0.0 -0.4
0.1 0.1 0.2
0.0 0.0 0.0
-0.1 0.0 0.0
-0.1 -0.1 0.0
-0.4 0.3 -0.3
0.1 0.0 0.2
0.0 0.2 -0.7
0.0 -0.7 0.2
0.0 0.0 -0.1
0.8 -0.1 0.0
0.0 0.0 -0.1
-2.3 0.6 0.4
0.0 0.0 0.1
-0.5 0.0 -0.1
0.0 0.1 0.0
-0.2 0.2 0.0
0.1 0.1 0.0
0.0 -0.1 0.0
0.0 0.1 -0.1
0.0 -0.1 -0.2
-0.1 0.1 0.5
0.0 0.0 0.0
0.3 -0.1 0.1
0.0 0.3 -0.6
1.3 0.9 -2.2
0.0 0.0 0.0
0.0 0.0 0.0
0.0 -0.2 -0.1
0.1 -0.1 0.0
-0.2 0.1 0.0
0.7 -0.4 2.3
0.0 -0.1 0.1
0.2 0.2 0.0
-0.5 0.0 -0.1
0.0 0.0 0.0
-0.1 -0.1 0.0

Summary:
Max |F| = 2.722 eV/Å
Net charge = 0
Gap between HOMO and LUMO = 4.5 eV

Entry 2:
Below is a cluster of 2 separate species, C3H10NOS in total at a distorted geometry, with properties calculated with wB97M-V/def2-TZVPD.

Atoms and positions in Å:
H (0.239777, -2.812533, -0.260800)
H (-1.822610, 0.186687, -0.534180)
H (0.323776, 2.526731, 1.232483)
H (-1.251965, 2.193047, 0.502241)
C (-0.390777, 1.736684, 1.003153)
S (-0.450403, -1.323556, -1.835302)
C (-0.901873, -0.311362, -0.383701)
H (-1.137667, -0.982514, 0.444848)
O (0.594306, -3.267038, 0.534816)
C (0.211913, 0.658367, 0.098559)
H (0.275746, 1.283973, -1.758947)
H (1.553344, -3.199435, 0.543065)
H (-0.664839, 1.312452, 1.976047)
H (1.680063, 0.701522, -1.303190)
H (0.810497, -0.003616, 0.730463)
N (0.930719, 1.300591, -0.989550)

Atomic forces in eV per Å
0.3 0.3 -0.3
-1.0 1.0 -0.6
0.2 0.0 -0.2
0.0 0.0 0.2
0.1 -0.1 0.3
0.0 -0.1 0.1
0.9 -0.8 0.4
0.2 -0.1 0.2
-0.1 -0.5 0.7
-1.0 -0.4 0.5
0.0 0.0 -0.4
-0.2 0.2 -0.4
-0.4 0.0 -0.2
-0.1 -0.2 -0.1
0.8 0.4 -0.3
0.3 0.3 0.3

Summary:
Max |F| = 1.534 eV/Å
Net charge = -1
Gap between HOMO and LUMO = 7.0 eV

Entry 3:
Below is a cluster of 2 separate species, C11H15N in total at a distorted geometry, with properties calculated with wB97M-V/def2-TZVPD.

Atoms and positions in Å:
C (-0.513640, -0.708337, -1.055631)
N (-1.810269, 2.425953, -2.133689)
H (1.747287, -2.232176, 5.272607)
H (2.120490, 0.674396, -2.338812)
H (0.395186, -1.259068, -1.256084)
H (1.304471, 0.067697, -3.789569)
H (1.823977, 1.750260, -3.733217)
C (1.414259, 0.933548, -3.130260)
H (-2.534775, 3.120468, -2.165332)
C (1.867197, -1.210365, 3.370808)
H (3.287785, -2.328962, 4.553729)
H (-1.372352, -2.155113, 0.084186)
C (-0.598917, 2.485010, -2.776193)
H (-3.592748, 1.579820, -0.211677)
C (-2.835405, 0.855315, -0.492130)
H (-3.171675, -0.612750, 1.046235)
C (-1.505032, -1.107968, -0.184421)
H (1.882059, -3.346672, 3.952554)
C (2.232442, -2.382932, 4.300167)
H (1.142909, -1.555619, 2.642254)
H (-0.227777, 3.417673, -3.177756)
C (-0.745025, 0.512725, -1.733319)
C (-2.623837, -0.339505, 0.152367)
H (1.409857, -0.396543, 3.936988)
C (-1.931976, 1.212357, -1.500472)
H (2.739684, -0.735084, 2.918336)
C (0.095823, 1.335859, -2.551659)

Atomic forces in eV per Å
-1.0 1.3 -0.7
-0.5 0.1 0.0
-0.1 -0.1 -0.1
0.1 0.0 -0.1
-0.1 -0.3 0.1
0.0 0.0 0.1
0.1 -0.1 0.2
0.0 0.3 0.0
0.1 0.1 0.0
-0.1 0.0 0.5
0.2 -0.6 -0.3
-0.4 0.3 1.0
0.5 0.2 0.3
-0.2 -0.3 0.1
0.0 0.2 -0.3
-0.4 -0.1 -0.3
1.1 -1.6 -0.7
0.4 -0.2 -0.3
-0.2 1.1 0.9
0.1 0.3 -0.4
-0.3 -0.2 -0.4
0.6 -0.6 0.3
0.2 0.3 0.3
-0.2 -0.1 0.0
0.2 0.5 0.7
-0.1 -0.4 -0.4
-0.1 -0.2 -0.5

Summary:
Max |F| = 2.102 eV/Å
Net charge = 0
Structure (SMILES) = Cc1c[nH]c2ccccc12.CC
Gap between HOMO and LUMO = 8.8 eV

Entry 4:
Below is the molecule C3H5N at a distorted geometry, with properties calculated with wB97M-V/def2-TZVPD.

Atoms and positions in Å:
C (0.385834, -1.375967, 0.643606)
H (0.388971, 2.301074, 0.191188)
H (-0.371727, -0.319739, -1.529172)
C (0.236255, 1.545440, -0.549051)
C (-0.359544, 0.321690, -0.601686)
H (0.521567, 2.031724, -1.489886)
H (0.243071, -2.455974, 0.445562)
N (-0.505160, -0.467980, 0.583544)
H (1.178972, -1.228204, 1.340292)

Atomic forces in eV per Å
-2.4 -1.0 2.8
-0.2 -0.6 1.3
-0.2 1.3 0.6
-1.1 -0.5 -2.3
1.2 0.9 0.1
-0.4 -0.6 -0.2
0.1 0.1 -1.2
1.5 0.3 -1.7
1.4 0.1 0.6

Summary:
Max |F| = 3.795 eV/Å
Net charge = 0
Structure (SMILES) = C=CN=C
Gap between HOMO and LUMO = 7.4 eV

Entry 5:
Below is a structure of composition C30H47ClLaP2 at a distorted geometry, with properties calculated with wB97M-V/def2-TZVPD.

Atoms and positions in Å:
H (-1.162379, 6.270701, 3.925525)
C (0.202264, 0.653154, -1.243652)
H (-2.717724, -1.040511, 3.767566)
H (0.697511, 0.681992, 4.667425)
C (0.578446, -2.953353, 2.090726)
Cl (-0.577078, 4.746288, 1.690363)
H (1.133457, -4.926571, 1.616783)
H (0.977293, -1.945053, -7.162568)
H (-0.866811, 1.560780, 5.473266)
H (3.498648, -1.172506, 2.772139)
H (-2.211363, -2.411187, -1.279895)
H (2.164838, 2.228331, 0.839535)
C (-2.037598, -3.218857, 2.063035)
C (-2.705396, 0.432957, -0.434624)
C (-0.404740, 1.968290, 2.621387)
C (-1.321559, -1.885182, -1.643670)
H (0.467383, 2.363316, -4.386433)
C (1.368701, -0.193879, 4.587822)
H (-1.761421, -1.199702, 5.278695)
H (-2.881214, -2.502992, 2.080132)
C (-1.208343, 3.585757, 5.986031)
H (2.795495, -0.570564, -2.157112)
C (0.498576, -1.074772, -6.678062)
H (-2.469016, -1.044722, -4.744522)
H (1.278733, 2.597478, -5.925704)
C (2.647551, -1.064747, -1.199033)
H (-0.659138, -2.423988, -5.441502)
C (-1.297102, 4.916677, 5.586337)
C (1.535015, -2.157983, 2.811541)
C (1.426410, -0.574592, -5.605886)
C (-0.723949, 2.877190, 3.693977)
H (-0.482533, 1.313685, -7.115982)
C (-1.742698, -0.842017, 4.240148)
C (0.809696, -1.322288, 3.771924)
C (-0.923880, 2.577607, 5.069354)
H (2.350539, 0.170263, 4.235595)
H (-1.361120, 3.324009, 7.037958)
H (1.487956, -0.630557, 5.588651)
H (-2.331443, 1.297644, -4.706204)
H (0.070875, -4.210584, 0.372360)
P (1.777683, 0.189519, -0.370889)
H (-1.161359, 1.955864, 1.812815)
H (-3.452650, -0.325533, -0.168700)
H (3.600522, 1.153865, 0.682958)
H (3.330299, -2.554727, 1.642145)
H (0.592829, 2.166224, 2.179464)
H (2.097059, -2.007876, -1.276249)
P (-1.210178, -0.428170, -0.705508)
C (0.912924, -4.002297, 1.055279)
C (-1.608162, 0.758604, -5.334626)
C (-0.814327, 4.245784, 3.311405)
C (-1.674148, -0.580133, -5.340201)
C (-1.095480, 5.234276, 4.235607)
C (2.717708, 1.558608, 0.171250)
H (2.139836, -1.331001, -5.247576)
C (-0.742941, -2.631843, 2.557702)
H (2.271758, 0.812800, -4.301943)
H (-1.448679, -1.993573, -6.948356)
H (-1.518817, 5.699783, 6.316254)
La (0.070715, -0.320221, 1.694931)
H (-2.634752, 1.189448, 0.357689)
C (-0.668739, 1.656145, -6.089983)
H (-1.596748, 0.257761, 4.255610)
H (-2.274180, -4.042784, 2.756717)
H (0.348299, 0.526269, -2.325813)
H (2.951674, 2.007172, -0.793375)
H (-0.440072, -2.530121, -1.563541)
H (3.421906, -2.842567, 3.405124)
C (1.486464, 0.642645, -5.047925)
H (-2.856296, 0.855611, -1.427272)
H (-1.450341, -1.451651, -2.633559)
C (-0.626978, -1.624462, 3.612883)
H (-0.044865, 1.706038, -0.991160)
H (1.801449, -3.754184, 0.445527)
H (-1.143612, 2.650604, -6.173684)
C (-0.857749, -1.573386, -6.115340)
C (3.029340, -2.164859, 2.628704)
H (0.325372, -0.334875, -7.469642)
H (3.575816, -1.208250, -0.634903)
C (0.677518, 1.870591, -5.350891)
H (-1.950995, -3.634609, 1.045627)

Atomic forces in eV per Å
0.0 -0.1 -0.1
0.0 0.4 -0.9
0.3 -0.1 0.3
0.4 -0.6 -0.1
-0.2 0.5 0.7
0.1 0.1 -0.7
0.0 0.1 -0.5
-0.2 0.4 0.1
0.0 0.4 -0.4
-0.3 -0.4 0.0
0.2 0.0 -0.4
0.1 -0.1 -0.4
0.0 -0.3 0.3
-0.9 0.5 -1.2
0.4 -2.6 -0.3
-0.6 -0.1 -1.6
0.0 0.0 -0.2
0.0 -0.1 0.6
-0.5 0.3 -0.1
0.4 -0.3 0.0
-0.1 0.2 0.3
0.8 -1.0 -0.7
-0.3 -0.4 -0.3
0.2 0.2 -0.1
-0.1 -0.3 0.2
0.9 0.3 -1.4
0.0 0.1 -0.2
0.1 -0.2 -0.4
-1.3 0.3 0.7
0.3 0.2 0.4
-0.3 1.9 0.5
-0.2 0.2 0.4
-0.1 -0.1 0.5
-1.3 -2.3 -0.4
0.0 0.3 -0.7
-0.3 -0.3 0.1
0.1 0.1 -0.4
0.3 0.5 0.1
0.2 -0.3 -0.2
0.3 0.1 0.3
-2.5 -1.6 2.3
0.1 0.5 -0.1
0.0 0.3 -0.2
-0.1 0.3 -0.2
-0.1 0.1 0.4
-0.2 0.4 -0.1
0.1 0.4 0.0
2.3 -0.7 2.7
0.0 -0.1 0.3
-0.3 -0.4 0.2
-0.3 -0.4 1.8
-0.3 0.4 0.0
-0.2 0.4 0.8
0.9 0.8 -1.1
-0.2 0.4 0.0
0.9 0.7 0.9
-0.2 -0.1 -0.2
0.1 0.2 0.3
0.1 -0.3 -0.3
-0.7 3.4 0.2
0.0 -0.2 -0.4
0.3 0.5 -0.1
0.1 -0.8 -0.2
-0.3 0.1 -0.4
-0.1 0.4 0.0
0.8 1.1 0.5
-0.2 0.3 0.0
0.3 0.3 -0.4
0.3 -0.4 -0.3
-1.3 0.6 0.2
-0.2 -1.2 -0.8
2.2 -1.5 0.0
0.1 -0.4 -0.3
-0.4 -0.1 0.3
0.2 -0.4 -0.1
0.4 -0.1 -0.1
0.0 -0.3 0.3
0.2 -0.3 0.3
0.0 -0.1 -0.4
-0.4 0.2 -0.1
0.0 0.1 0.4

Summary:
Max |F| = 3.808 eV/Å
Net charge = +1
Gap between HOMO and LUMO = 7.1 eV

- Which of these has the lowest max |F|?
  C3H10NOS

- Number 5 is which compound?
  C30H47ClLaP2